[1]
C3H10N4 | ωB97M-V/def2-TZVPD

Output
Highest occupied orbital energy, eV: -6.3
Calculated total energy, hartree: -339.27745
LUMO energy, eV: 0.94
Molecular weight, g mol⁻¹: 102.14
SMILES: CNC(N)=C(N)N

ORCA input file:
```
! RIJCOSX wB97M-V def2-TZVPD def2/J DEFGRID3
* xyz 0 1
C -2.177 1.034 -0.434
N -1.235 0.262 0.354
C 0.229 0.315 0.090
C 0.887 -0.848 0.236
N 0.749 1.572 -0.005
N 0.436 -2.126 0.249
N 2.369 -0.595 0.023
H -1.555 -0.705 0.391
H 1.712 1.601 0.319
H 0.127 2.244 0.428
H 1.056 -2.735 0.771
H -0.549 -2.192 0.494
H 2.789 -1.499 -0.181
H 2.479 -0.039 -0.825
H -2.038 2.108 -0.272
H -3.202 0.792 -0.134
H -2.079 0.813 -1.504
*
```

[2]
C32H31ClN3 | ωB97M-V/def2-TZVPD

Output
Highest occupied orbital energy, eV: -9.3
Calculated total energy, hartree: -1862.21060
LUMO energy, eV: -3.15
Molecular weight, g mol⁻¹: 493.07

ORCA input file:
```
! RIJCOSX wB97M-V def2-TZVPD def2/J DEFGRID3
* xyz 1 1
C 3.548 3.570 7.685
C 2.459 2.620 8.012
N 1.289 3.073 8.550
C 0.893 4.461 8.462
C 0.416 1.991 8.769
C 1.088 0.814 8.318
C 0.398 -0.392 8.323
C -0.945 -0.401 8.718
C -1.618 0.777 9.055
C -0.940 2.007 9.023
C 2.364 1.229 7.784
C 3.561 0.400 7.453
C 3.594 -1.120 7.710
C 3.277 -1.524 9.003
C 3.086 -2.877 9.307
C 3.222 -3.842 8.299
C 3.718 -3.443 7.055
C 3.991 -2.094 6.778
H 4.528 3.088 7.632
H 3.359 4.023 6.690
H 3.619 4.344 8.471
H -0.115 4.587 8.837
H 1.565 5.097 9.020
H 0.935 4.780 7.415
H 0.950 -1.276 8.008
H -1.456 -1.356 8.742
H -2.672 0.746 9.326
H -1.461 2.953 9.134
H 3.983 0.654 6.456
H 3.131 -0.764 9.775
H 2.775 -3.156 10.314
H 3.001 -4.889 8.534
H 3.906 -4.223 6.316
H 4.521 -1.829 5.870
C 6.300 2.818 10.154
N 7.140 1.798 9.556
C 7.532 1.708 8.243
H 4.229 0.820 8.141
C 7.584 2.826 7.280
C 8.603 3.724 7.660
C 8.925 4.777 6.817
Cl 10.304 5.739 7.210
C 8.163 5.022 5.667
C 7.070 4.197 5.365
C 6.831 3.041 6.107
N 8.134 0.503 8.085
C 8.521 -0.075 6.819
C 8.362 -0.087 9.342
C 7.727 0.755 10.293
C 8.250 0.928 11.570
C 9.428 0.250 11.866
C 10.072 -0.577 10.917
C 9.540 -0.763 9.638
H 6.225 2.590 11.218
H 6.718 3.822 10.026
H 5.279 2.820 9.713
H 9.199 3.561 8.554
H 8.415 5.872 5.031
H 6.415 4.436 4.533
H 6.100 2.290 5.806
H 8.914 -1.075 7.012
H 7.652 -0.135 6.125
H 9.297 0.507 6.310
H 7.816 1.670 12.240
H 9.908 0.431 12.832
H 11.039 -1.012 11.160
H 10.070 -1.277 8.832
*
```

[3]
C6H12N3O2 | ωB97M-V/def2-TZVPD

Output
Highest occupied orbital energy, eV: -11.4
Calculated total energy, hartree: -550.23261
LUMO energy, eV: -3.02
Molecular weight, g mol⁻¹: 158.18

ORCA input file:
```
! RIJCOSX wB97M-V def2-TZVPD def2/J DEFGRID3
* xyz 1 1
C -0.061 1.344 0.962
C 1.141 0.620 0.780
C -1.050 1.534 0.131
C 1.407 -0.098 -0.365
C -2.163 -0.958 -0.189
C 3.750 -0.249 0.059
N -1.905 1.977 -0.678
N -2.122 -1.994 0.615
N 0.473 -0.308 -1.316
O -3.344 -0.402 -0.350
O 2.592 -0.631 -0.667
H -0.221 1.760 1.951
H 1.861 0.654 1.574
H 3.780 -0.731 1.039
H 3.797 0.835 0.176
H 4.596 -0.594 -0.531
H -1.759 2.834 -1.214
H -2.751 1.432 -0.870
H -2.946 -2.380 1.084
H -1.253 -2.477 0.775
H -0.513 -0.439 -1.014
H 0.779 -0.894 -2.080
H -4.086 -0.832 0.126
*
```

[4]
C13H20Cl2N4O6W | ωB97M-V/def2-TZVPD

Output
Highest occupied orbital energy, eV: -21.1
Calculated total energy, hartree: -2163.71137
LUMO energy, eV: -16.32
Molecular weight, g mol⁻¹: 583.07

ORCA input file:
```
! RIJCOSX wB97M-V def2-TZVPD def2/J DEFGRID3
* xyz 4 1
W 0.285 0.712 0.708
N 0.761 2.827 0.256
C -0.421 3.557 -0.307
C -1.623 3.072 0.467
O -2.607 3.663 0.710
N -1.408 1.713 1.022
C -1.895 1.600 2.438
C -0.527 1.080 2.791
O -0.334 -0.161 2.314
O 0.516 1.775 2.733
H 1.572 2.911 -0.363
H 1.039 3.283 1.131
H -0.317 4.637 -0.194
H -0.530 3.334 -1.367
H -2.160 2.556 2.882
H -2.681 0.853 2.534
O 2.286 0.674 1.288
C 3.165 -0.456 0.905
C 2.263 -1.622 0.658
C 2.758 -2.905 0.648
C 1.884 -3.974 0.471
C 0.528 -3.716 0.318
C 0.084 -2.414 0.332
N 0.935 -1.365 0.479
H 2.523 1.059 2.153
H 3.848 -0.633 1.734
H 3.726 -0.145 0.025
H 3.816 -3.075 0.807
H 2.259 -4.991 0.477
H -0.194 -4.514 0.203
H -0.966 -2.185 0.226
Cl -3.530 -3.704 0.285
C -3.995 -2.091 0.767
Cl -2.930 -0.853 -0.045
H -3.876 -1.977 1.837
H -5.008 -1.878 0.445
N -0.676 0.014 -4.033
C 0.592 0.481 -3.381
C 0.544 0.578 -1.873
O 1.574 0.649 -1.177
O -0.552 0.647 -1.194
H -0.609 0.156 -5.053
H -1.514 0.522 -3.722
H -0.855 -0.988 -3.896
H 0.837 1.473 -3.772
H 1.412 -0.181 -3.666
*
```

[5]
C21H28N4O2S | ωB97M-V/def2-TZVPD

Output
Highest occupied orbital energy, eV: -8.8
Calculated total energy, hartree: -1584.73302
LUMO energy, eV: 0.58
Molecular weight, g mol⁻¹: 400.55
SMILES: CCOc1ccccc1-c1nnc(SCC(=O)N[C@H]2C[C@@H]3CC[C@H]2C3)n1CC

ORCA input file:
```
! RIJCOSX wB97M-V def2-TZVPD def2/J DEFGRID3
* xyz 0 1
C 2.773 1.605 3.063
C 3.223 0.198 2.689
H 4.295 0.061 2.879
H 2.672 -0.538 3.281
O 2.904 -0.134 1.350
C 3.545 0.491 0.322
C 4.750 1.176 0.429
C 5.319 1.770 -0.684
C 4.693 1.706 -1.916
C 3.493 1.030 -2.036
C 2.923 0.406 -0.935
C 1.641 -0.274 -1.079
N 0.556 0.292 -1.547
N -0.434 -0.604 -1.512
C 0.054 -1.712 -1.030
N 1.380 -1.570 -0.739
C 2.289 -2.599 -0.308
C 3.322 -2.908 -1.387
H 2.828 -3.222 -2.304
H 3.929 -2.031 -1.599
H 3.971 -3.711 -1.049
H 2.781 -2.271 0.611
H 1.692 -3.492 -0.099
S -0.859 -3.178 -0.742
C -1.266 -2.901 1.016
H -0.352 -2.944 1.610
H -1.898 -3.746 1.293
C -2.008 -1.605 1.350
O -1.965 -1.184 2.489
N -2.713 -1.061 0.355
C -3.475 0.159 0.500
H -3.613 0.298 1.575
C -4.810 0.064 -0.255
H -5.282 -0.915 -0.170
C -4.419 0.523 -1.660
H -3.676 -0.112 -2.139
H -5.276 0.642 -2.319
C -3.836 1.851 -1.180
H -3.426 2.504 -1.949
C -2.791 1.375 -0.168
H -2.530 2.145 0.555
H -1.882 1.059 -0.679
C -5.017 2.457 -0.414
H -4.684 3.174 0.336
H -5.695 2.973 -1.094
C -5.694 1.224 0.218
H -5.735 1.282 1.304
H -6.712 1.100 -0.152
H -2.587 -1.405 -0.587
H 2.980 0.975 -2.983
H 5.135 2.184 -2.777
H 6.257 2.294 -0.579
H 5.254 1.254 1.380
H 3.291 2.350 2.463
H 2.982 1.788 4.113
H 1.705 1.705 2.892
*
```

[6]
C6H9Cl2LuO4PSm | ωB97M-V/def2-TZVPD

Output
Highest occupied orbital energy (alpha / beta), eV: -24.4 / -24.4
Calculated total energy, hartree: -3688.62346
LUMO energy (alpha / beta), eV: -18.79 / -16.69
Molecular weight, g mol⁻¹: 572.34

ORCA input file:
```
! RIJCOSX wB97M-V def2-TZVPD def2/J DEFGRID3
* xyz 4 6
Sm -0.518 0.173 -4.154
Lu 0.414 0.440 -0.837
Cl -0.868 -1.711 -2.085
Cl -0.635 2.320 -2.284
C 1.696 2.203 -0.193
C 0.555 -1.643 -5.201
C 0.658 1.469 -5.714
O 2.231 3.163 0.194
O 0.881 -2.596 -5.789
O 1.037 2.151 -6.569
C -0.024 1.227 2.734
P -0.493 -0.351 1.991
C 0.918 -1.508 1.906
C -1.939 -1.084 2.728
O -0.929 0.019 0.539
H 0.835 1.679 2.175
H 0.206 1.092 3.788
H -0.911 1.902 2.584
H 1.233 -1.760 2.923
H 0.591 -2.442 1.378
H 1.794 -1.072 1.357
H -2.771 -0.353 2.598
H -2.194 -2.004 2.149
H -1.768 -1.313 3.781
*
```

[7]
C12H30F6MnN2O4P | ωB97M-V/def2-TZVPD

Output
Highest occupied orbital energy (alpha / beta), eV: -12.6 / -12.7
Calculated total energy, hartree: -2977.18013
LUMO energy (alpha / beta), eV: -2.77 / -2.77
Molecular weight, g mol⁻¹: 466.28

ORCA input file:
```
! RIJCOSX wB97M-V def2-TZVPD def2/J DEFGRID3
* xyz 1 6
Mn 14.535 -5.564 -13.397
P 17.807 -5.045 -11.946
F 18.139 -5.235 -13.483
F 16.209 -5.200 -12.173
F 17.963 -6.636 -11.704
F 17.524 -4.774 -10.357
F 19.403 -4.813 -11.649
F 17.625 -3.453 -12.229
C 12.756 -1.038 -9.251
O 13.157 -2.134 -9.989
C 12.155 -3.049 -10.442
C 12.896 -4.191 -11.246
N 13.309 -3.929 -12.668
C 14.198 -2.770 -12.712
C 14.829 -2.755 -14.151
O 15.330 -4.020 -14.529
C 16.384 -3.832 -15.473
H 11.981 -1.183 -8.498
H 12.236 -0.360 -9.928
H 13.576 -0.478 -8.803
H 11.462 -2.498 -11.077
H 11.641 -3.512 -9.599
H 12.272 -5.081 -11.329
H 13.750 -4.502 -10.645
H 12.418 -3.557 -12.965
H 14.981 -2.764 -11.954
H 13.589 -1.887 -12.518
H 15.574 -1.960 -14.156
H 13.970 -2.556 -14.792
H 17.096 -3.068 -15.159
H 15.899 -3.467 -16.378
H 16.835 -4.801 -15.687
C 13.969 -6.325 -16.440
O 13.640 -6.466 -15.053
C 12.955 -7.758 -14.892
C 12.470 -7.944 -13.471
N 13.242 -7.132 -12.561
C 14.378 -7.916 -11.962
C 15.449 -8.441 -12.922
O 15.807 -7.333 -13.773
C 16.729 -7.776 -14.811
H 13.075 -6.113 -17.027
H 14.404 -7.243 -16.835
H 14.733 -5.587 -16.686
H 13.689 -8.503 -15.200
H 12.049 -7.820 -15.496
H 12.353 -8.947 -13.059
H 11.408 -7.704 -13.526
H 12.569 -7.187 -11.810
H 13.989 -8.756 -11.386
H 14.916 -7.427 -11.150
H 15.124 -9.303 -13.504
H 16.285 -8.878 -12.375
H 17.637 -8.084 -14.291
H 17.033 -6.982 -15.493
H 16.369 -8.658 -15.341
*
```

[8]
C10H14N2S | ωB97M-V/def2-TZVPD

Output
Highest occupied orbital energy, eV: -8.5
Calculated total energy, hartree: -897.15921
LUMO energy, eV: 0.73
Molecular weight, g mol⁻¹: 194.30
SMILES: [H]/N=C(\N)SCc1ccc(CC)cc1

ORCA input file:
```
! RIJCOSX wB97M-V def2-TZVPD def2/J DEFGRID3
* xyz 0 1
C 5.020 -0.621 0.373
C 4.049 -0.551 -0.808
C 2.662 -0.128 -0.391
C 1.714 -1.092 0.019
C 0.446 -0.720 0.452
C 0.086 0.628 0.490
C -1.278 1.052 0.959
C -3.256 -0.632 -0.051
C 1.030 1.593 0.094
C 2.278 1.206 -0.339
H 4.631 -1.352 1.110
H 6.030 -0.932 0.050
H 5.092 0.341 0.896
H 4.039 -1.530 -1.321
H 4.434 0.156 -1.541
H 2.003 -2.140 -0.069
H -0.286 -1.463 0.746
H -1.644 0.449 1.750
H -1.270 2.078 1.336
H -4.888 -1.662 -0.706
H -4.677 -0.163 -1.449
H -3.312 -2.275 0.903
H 0.786 2.634 0.115
H 3.003 1.975 -0.648
N -4.236 -0.920 -0.984
N -2.833 -1.396 0.892
S -2.560 0.980 -0.332
*
```

[9]
CH8N2O | ωB97M-V/def2-TZVPD

Output
Highest occupied orbital energy, eV: -9.5
Calculated total energy, hartree: -227.41512
LUMO energy, eV: -2.91
Molecular weight, g mol⁻¹: 64.09

ORCA input file:
```
! RIJCOSX wB97M-V def2-TZVPD def2/J DEFGRID3
* xyz 0 1
N 1.982 0.564 0.229
H 1.342 0.722 -0.532
H 1.544 0.794 1.106
H 1.512 -2.459 -1.212
H 2.344 -0.375 0.218
N -1.941 1.175 -0.531
C -1.792 0.377 0.565
O -0.804 0.593 1.378
H -1.059 1.285 -1.026
H 0.929 -2.002 -1.247
H -1.357 -0.623 0.026
H -2.701 -0.052 1.027
*
```

[10]
C37H35LiN4O2P2S | ωB97M-V/def2-TZVPD

Output
Highest occupied orbital energy, eV: -7.9
Calculated total energy, hartree: -2888.98222
LUMO energy, eV: 0.58
Molecular weight, g mol⁻¹: 668.67

ORCA input file:
```
! RIJCOSX wB97M-V def2-TZVPD def2/J DEFGRID3
* xyz 0 1
Li 0.177 -0.101 0.851
C -0.189 -2.981 -2.114
C 0.881 -3.354 -1.081
P 2.623 -2.772 -1.348
C 2.315 -0.961 -1.241
C 1.782 -0.166 -2.254
C 1.455 1.163 -2.018
C 1.666 1.725 -0.768
C 2.246 0.961 0.239
C 2.570 -0.370 0.000
C 2.871 -3.039 -3.141
C 2.358 -4.173 -3.769
C 2.647 -4.444 -5.098
C 3.462 -3.586 -5.823
C 3.995 -2.464 -5.205
C 3.708 -2.197 -3.875
C -1.548 -2.659 -1.480
P -1.603 -0.970 -0.754
C -1.809 0.134 -2.190
C -1.772 -0.259 -3.523
C -1.872 0.687 -4.538
C -2.017 2.029 -4.228
C -2.050 2.430 -2.897
C -1.933 1.493 -1.885
C -3.268 -0.943 -0.010
C -3.393 -0.943 1.374
C -4.654 -0.938 1.963
C -5.788 -0.932 1.170
C -5.670 -0.926 -0.217
C -4.417 -0.926 -0.803
H -0.311 -3.799 -2.825
H 0.139 -2.125 -2.706
H 0.904 -4.436 -0.925
H 0.632 -2.931 -0.101
H 1.615 -0.583 -3.240
H 1.003 1.750 -2.808
H 1.370 2.746 -0.565
H 2.432 1.401 1.212
H 3.020 -0.966 0.787
H 1.730 -4.860 -3.214
H 2.235 -5.328 -5.568
H 3.685 -3.795 -6.861
H 4.640 -1.795 -5.760
H 4.137 -1.321 -3.404
H -1.758 -3.344 -0.653
H -2.363 -2.782 -2.198
H -1.653 -1.301 -3.789
H -1.837 0.368 -5.573
H -2.098 2.763 -5.020
H -2.153 3.478 -2.646
H -1.906 1.825 -0.851
H -2.517 -0.924 2.010
H -4.731 -0.925 3.042
H -6.770 -0.921 1.627
H -6.557 -0.912 -0.837
H -4.329 -0.896 -1.884
N 4.056 2.162 6.910
C 3.046 1.733 6.061
C 3.357 1.062 4.875
C 2.349 0.594 4.054
C 1.020 0.790 4.403
C 0.698 1.447 5.582
C 1.705 1.912 6.406
S -0.257 0.235 3.328
O 0.284 -0.920 2.604
O -1.437 -0.001 4.115
N -0.431 1.272 2.125
C -0.854 2.552 2.295
N -0.989 3.264 1.155
C -1.389 4.519 1.287
C -1.659 5.109 2.511
C -1.471 4.297 3.616
N -1.076 3.037 3.529
H 4.958 2.303 6.488
H 3.805 2.888 7.560
H 4.395 0.895 4.611
H 2.589 0.048 3.151
H -0.343 1.590 5.835
H 1.456 2.418 7.331
H -1.504 5.081 0.364
H -1.990 6.133 2.596
H -1.651 4.671 4.620
*
```

[11]
C4H8O3 | ωB97M-V/def2-TZVPD

Output
Highest occupied orbital energy (alpha / beta), eV: -7.2 / -7.2
Calculated total energy, hartree: -382.77496
LUMO energy (alpha / beta), eV: 0.62 / 0.62
Molecular weight, g mol⁻¹: 104.10

ORCA input file:
```
! RIJCOSX wB97M-V def2-TZVPD def2/J DEFGRID3
* xyz 0 1
C -0.392 0.365 -1.966
C -0.683 0.310 0.295
C 0.312 -0.916 -0.141
C -0.157 0.990 1.531
O -0.799 1.099 -0.851
O -0.037 -2.271 0.043
O 1.570 -0.757 0.161
H 0.229 1.030 -2.776
H -1.169 -0.332 -2.309
H -1.567 -0.156 0.547
H 0.506 1.803 1.280
H 0.328 0.157 2.013
H -0.960 1.331 2.136
H 0.831 -2.742 0.123
H 1.987 0.089 -0.088
*
```